1.
DFT (the ωB97M-V functional and the def2-TZVPD basis) results for 2 unconnected molecules or ions with the total composition C3H9N.

XYZ file:
```
13
Properties=species:S:1:pos:R:3:forces:R:3
C 1.2201 -0.7056 4.1990 1.731 -1.062 -0.024
C 0.1245 -0.3723 5.1965 -0.311 0.699 -0.643
H 0.9469 -0.8013 3.1532 -0.467 0.052 0.004
H 1.7755 -1.6301 4.4336 -0.680 -0.157 0.077
H 2.0946 -0.0533 4.2046 -0.415 0.764 0.098
H -0.2243 -1.2088 5.7981 0.219 -0.009 0.055
H 0.4323 0.4663 5.8168 0.027 -0.197 0.390
H -0.7427 0.0088 4.6540 -0.105 -0.090 0.040
C -0.4280 1.1448 -5.3373 -0.116 -0.491 -0.292
N -1.0798 -0.0475 -5.1434 0.247 -0.105 0.434
H 0.0912 1.5627 -4.4799 -0.090 0.298 0.009
H -0.6852 1.8030 -6.1752 0.157 0.204 0.130
H -1.4527 -0.3775 -6.0247 -0.199 0.094 -0.280
```
Positions in Å, forces in eV/Å.

ΔE to the lowest compared entry with this formula, charge and spin ... 103.48 kJ/mol
Spin multiplicity ... 2
Total charge ... -1
DFT total energy ... -4744.2841 eV
Frontier orbital gap (alpha / beta) ... 1.612 / 5.289 eV

natural (NBO) atomic charge list, values in e, 6 entries: -0.625, -0.619, 0.217, 0.201, 0.206, 0.206

2.
DFT (the ωB97M-V functional and the def2-TZVPD basis) results for a molecular structure, C54H45ClINOPdSSb3.

XYZ file:
```
108
Properties=species:S:1:pos:R:3:forces:R:3
Pd 0.2877 0.7540 1.2799 -0.400 -0.038 0.783
C -2.2290 0.6420 -1.7313 0.246 0.387 0.426
C -2.8902 -0.6627 -1.3109 0.056 -0.056 0.197
C -1.9189 -1.6870 -0.7356 0.191 0.041 0.272
Sb -1.5340 -1.2850 1.3903 0.453 -0.802 -1.549
C -0.1695 -2.8120 2.0388 -0.315 0.390 0.073
C 1.0035 -3.0899 1.3590 0.049 0.085 -0.289
C 1.9441 -3.9344 1.9246 0.062 -0.038 -0.058
C 1.7166 -4.4964 3.1691 0.006 -0.084 0.074
C 0.5379 -4.2275 3.8462 -0.018 -0.054 0.044
C -0.3988 -3.3750 3.2875 -0.224 0.125 -0.089
C -3.3576 -2.3771 1.8145 0.270 0.912 0.419
C -3.3054 -3.7458 1.6259 0.430 -0.182 -0.125
C -4.4439 -4.5120 1.7914 -0.007 -0.006 -0.032
C -5.6368 -3.9035 2.1404 -0.089 0.001 0.031
C -5.6882 -2.5326 2.3167 -0.133 0.053 0.013
C -4.5451 -1.7631 2.1557 -0.168 0.302 0.081
Sb -1.2422 1.9840 -0.2646 -0.792 0.117 -0.498
C -0.1670 2.0260 2.8194 0.228 -0.861 -0.348
C -1.2553 1.7778 3.6323 -0.339 -0.318 0.022
C -1.3806 2.4742 4.8258 -0.069 0.069 -0.193
C -0.4239 3.4032 5.1952 0.064 -0.007 0.131
C 0.6603 3.6466 4.3700 -0.118 0.102 -0.150
C 0.7893 2.9671 3.1634 0.282 -0.007 -0.346
C -2.9138 2.8847 0.7377 0.375 -0.349 -0.350
C -2.6079 3.9058 1.6331 0.243 0.022 -0.083
C -3.6166 4.6504 2.2122 -0.053 0.129 0.034
C -4.9398 4.4022 1.8793 0.079 0.040 0.054
C -5.2471 3.4018 0.9733 -0.228 -0.026 -0.067
C -4.2400 2.6411 0.4049 0.015 -0.097 -0.068
H -2.9434 1.2941 -2.2379 0.012 0.047 -0.027
H -1.4361 0.4049 -2.4465 -0.081 0.209 0.077
H -3.3359 -1.0932 -2.2144 -0.089 -0.008 0.033
H -3.7118 -0.4814 -0.6086 -0.061 -0.006 -0.091
H -0.9847 -1.7042 -1.2996 -0.074 -0.024 0.140
H -2.3660 -2.6815 -0.7690 0.042 0.004 0.158
H 1.2100 -2.6286 0.4026 -0.006 -0.073 -0.010
H 2.8652 -4.1429 1.3977 0.027 0.006 -0.038
H 2.4637 -5.1375 3.6156 0.012 -0.042 0.024
H 0.3584 -4.6607 4.8204 -0.002 0.017 0.033
H -1.2999 -3.1203 3.8323 0.003 -0.098 0.097
H -2.3730 -4.2140 1.3439 0.064 -0.132 0.031
H -4.3964 -5.5802 1.6482 0.017 -0.110 -0.019
H -6.5248 -4.5012 2.2744 -0.107 -0.039 0.021
H -6.6201 -2.0598 2.5848 -0.096 0.073 0.029
H -4.5913 -0.6885 2.2900 -0.051 -0.010 0.061
H -2.0119 1.0434 3.3555 0.237 0.225 0.124
H -2.2307 2.2848 5.4613 -0.102 -0.049 0.104
H -0.5125 3.9242 6.1366 -0.010 0.046 0.070
H 1.4153 4.3641 4.6571 0.036 0.063 -0.009
H 1.6388 3.1818 2.5164 -0.163 -0.159 0.181
H -1.5710 4.1290 1.8667 -0.098 0.001 0.068
H -3.3652 5.4399 2.9042 -0.008 0.070 0.079
H -5.7254 5.0026 2.3111 -0.092 0.034 0.058
H -6.2757 3.2271 0.6912 -0.067 -0.039 0.016
H -4.4942 1.8730 -0.3134 -0.040 -0.072 -0.032
Cl 6.3766 -0.0428 4.8795 0.317 -0.007 0.139
C 4.7341 -0.0312 4.3513 -0.379 -0.026 0.141
C 3.7406 -0.4568 5.2055 0.640 0.204 -0.152
C 2.4240 -0.4987 4.7761 -0.690 -0.074 -0.461
I 0.8736 -1.1009 6.0470 0.269 0.052 0.041
C 2.0502 -0.1897 3.4597 0.531 -0.419 0.743
O 0.8881 -0.4450 3.0080 -0.274 0.261 -0.235
C 3.0662 0.4290 2.6439 0.120 0.039 0.580
N 2.6610 1.0257 1.5094 -0.077 0.313 -0.392
C 3.5441 1.6104 0.7326 -0.265 0.075 0.055
C 4.9088 1.6550 1.0365 0.091 -0.166 0.143
C 5.3434 1.0915 2.2085 -0.077 0.112 -0.206
C 4.4172 0.4764 3.0707 -0.129 -0.019 0.201
H 3.9969 -0.7537 6.2120 0.025 -0.052 0.028
H 3.1534 2.0868 -0.1597 0.030 -0.009 -0.044
H 5.5903 2.1419 0.3573 0.086 0.052 -0.034
H 6.3794 1.1371 2.5040 0.119 0.008 -0.031
S 1.3369 -0.4216 -0.8060 0.341 0.086 -0.308
Sb 1.3284 -0.0619 -3.0724 -0.118 -0.043 -0.502
C 0.3079 -1.7513 -3.9133 0.392 0.691 0.146
C 0.9183 -2.9944 -3.8404 0.217 0.046 0.093
C 0.2690 -4.1078 -4.3445 0.042 -0.087 0.048
C -0.9918 -3.9783 -4.9041 -0.051 -0.019 0.011
C -1.6115 -2.7399 -4.9498 -0.095 -0.038 0.007
C -0.9630 -1.6231 -4.4515 -0.045 0.230 -0.053
C 0.4778 1.7061 -3.9634 0.311 -0.727 0.508
C 0.5143 2.9076 -3.2775 0.183 0.106 0.337
C 0.0570 4.0621 -3.8916 0.034 0.041 0.000
C -0.4147 4.0086 -5.1926 -0.047 0.073 0.022
C -0.4400 2.8053 -5.8777 -0.017 -0.003 -0.098
C 0.0104 1.6480 -5.2663 -0.001 -0.158 -0.059
C 3.3231 0.0199 -3.8404 -0.752 -0.101 0.251
C 4.0980 1.1325 -3.5557 -0.100 0.148 0.164
C 5.3592 1.2442 -4.1142 0.007 0.087 0.054
C 5.8375 0.2456 -4.9471 0.036 -0.059 -0.059
C 5.0515 -0.8561 -5.2396 0.042 -0.048 -0.058
C 3.7866 -0.9687 -4.6883 -0.134 -0.172 -0.039
H 1.8974 -3.0914 -3.3861 0.004 -0.101 0.007
H 0.7485 -5.0745 -4.2929 0.006 -0.061 -0.014
H -1.4976 -4.8462 -5.2961 -0.055 -0.105 -0.052
H -2.6021 -2.6381 -5.3688 -0.054 -0.025 -0.044
H -1.4517 -0.6570 -4.4883 -0.032 0.003 -0.043
H 0.9200 2.9586 -2.2705 -0.079 -0.008 -0.090
H 0.0843 4.9989 -3.3557 0.006 0.096 0.016
H -0.7527 4.9103 -5.6783 -0.068 0.094 -0.048
H -0.8012 2.7660 -6.8940 -0.029 0.009 -0.092
H 0.0092 0.7141 -5.8105 -0.021 -0.060 -0.086
H 3.7154 1.9157 -2.9108 0.062 0.036 0.007
H 5.9611 2.1169 -3.9084 0.065 0.036 0.035
H 6.8235 0.3275 -5.3765 0.102 0.037 -0.054
H 5.4103 -1.6268 -5.9051 0.077 -0.044 -0.035
H 3.1610 -1.8169 -4.9285 0.033 -0.083 -0.073
```
Positions in Å, forces in eV/Å.

ΔE to the lowest compared entry with this formula, charge and spin ... 0.00 kJ/mol
Total charge ... +1
DFT total energy ... -114807.8783 eV
Frontier orbital gap (alpha / beta) ... 3.995 / 3.989 eV

Löwdin atomic charge list, values in e, 6 entries: 0.360, -0.398, -0.367, -0.359, 1.603, -0.379

3.
DFT (the ωB97M-V functional and the def2-TZVPD basis) results for 4 unconnected molecules or ions with the total composition C33H73BBrCl2N2O17P4.

XYZ file:
```
133
Properties=species:S:1:pos:R:3:forces:R:3
C -5.9488 -0.0017 -1.3085 1.139 0.845 0.185
C -5.8413 1.4450 -2.0462 0.125 -0.628 -0.261
C -6.9756 1.6052 -3.1755 0.320 0.695 0.442
C -6.4512 2.2514 -4.5395 -0.201 -0.563 -0.277
C -5.3620 1.3743 -5.3082 -0.421 -0.179 -0.808
C -5.9610 -0.0395 -5.8479 1.401 -0.085 1.205
C -5.2897 -1.1755 -4.9470 -0.289 -0.625 0.041
C -5.9195 -2.6371 -5.1132 -0.172 0.103 1.071
C -5.7869 -3.4083 -3.7087 -0.023 -0.437 -0.810
C -4.2803 -3.6473 -3.2251 -0.806 -0.163 0.386
C -4.2658 -3.7261 -1.5997 1.194 -0.785 -0.738
C -2.9742 -2.9376 -0.9820 -1.084 -1.587 -1.221
C -2.2499 -3.9804 -0.0168 -0.959 1.028 -0.511
C -1.1586 -3.3260 0.9968 -0.072 0.630 0.591
C -1.0059 -4.5088 2.0667 0.184 -0.935 0.380
C -2.1928 -4.6999 3.0953 -1.882 -1.301 0.522
O -3.0711 -5.5830 3.0509 2.942 2.565 -0.438
C -1.6066 -1.8527 1.5314 -0.221 0.912 0.211
Br -3.1208 -1.4738 2.7760 1.761 -0.637 -1.622
N -0.9152 -0.7824 1.1110 -0.491 -1.925 0.965
C -1.1445 0.6411 1.5438 0.264 0.573 0.546
B -2.3050 1.4024 0.7050 -1.840 1.764 -0.568
O -3.1475 0.8201 -0.2880 2.580 1.527 0.817
O -2.5086 2.8034 1.0022 1.062 -2.917 0.541
C 0.1315 -1.1876 0.1257 -1.097 -0.676 -2.975
N -0.4650 -1.0765 -1.2702 -0.885 1.575 0.874
P 1.7229 -0.1627 -0.0697 3.394 1.211 1.591
C 1.3334 1.5646 -0.8229 -1.112 -0.420 -0.271
O 2.7525 -0.8448 -1.2919 -2.562 0.848 0.432
C 0.2409 -2.8190 0.3402 0.109 -1.677 -3.165
O 0.1215 -3.2810 -1.0372 0.650 -0.852 0.956
C 1.6334 -3.4588 0.7655 1.394 1.094 0.335
Cl 1.7596 -5.2759 0.3890 -0.628 1.615 0.122
C 2.2144 -3.0553 2.2178 0.390 0.293 0.088
C 1.2985 -2.1017 3.0973 0.681 0.272 0.981
Cl 2.7093 -4.5993 3.1341 -0.522 1.506 -0.037
H -5.0624 -0.6276 -1.6860 -1.590 0.535 0.493
H -6.9522 -0.5113 -1.4964 1.460 0.686 0.348
H -5.7385 0.1551 -0.1895 -0.630 -0.440 -1.579
H -5.8542 2.2784 -1.2643 -0.219 -1.039 -1.173
H -4.8205 1.5079 -2.5739 -1.357 -0.099 0.765
H -7.7677 2.3156 -2.7560 0.832 -1.175 -0.618
H -7.4378 0.5745 -3.3349 0.509 1.447 -0.023
H -6.0481 3.2983 -4.3533 -0.465 -1.274 -0.115
H -7.3512 2.3555 -5.2494 1.289 -0.053 1.050
H -4.4334 1.1642 -4.6717 -1.290 0.344 -0.816
H -5.0186 1.9488 -6.2263 -0.320 -0.471 1.232
H -5.6614 -0.2360 -6.9325 -0.770 0.443 1.400
H -7.0823 -0.0626 -5.6709 1.308 -0.026 -0.551
H -4.1586 -1.2717 -5.1222 -1.576 0.513 0.126
H -5.4352 -0.8754 -3.8470 0.251 -0.394 -1.538
H -5.4269 -3.2676 -5.9327 -0.735 1.061 1.007
H -7.0431 -2.5324 -5.3139 1.571 -0.224 0.027
H -6.3140 -4.4175 -3.8236 0.709 1.284 0.314
H -6.3569 -2.8313 -2.9099 0.739 -0.575 -1.030
H -3.8789 -4.6364 -3.6554 -0.630 1.473 0.636
H -3.5910 -2.8356 -3.6288 -0.951 -0.846 0.728
H -4.1414 -4.8488 -1.3707 -0.312 1.660 -0.086
H -5.2463 -3.3963 -1.1338 1.229 -0.240 -0.663
H -2.3385 -2.6930 -1.9053 -0.702 -0.002 1.880
H -3.4076 -2.0191 -0.4746 1.001 -0.896 -0.449
H -3.1077 -4.4875 0.5635 1.566 0.940 -0.252
H -1.7931 -4.8421 -0.6253 -0.253 1.606 0.966
H -0.9528 -5.4784 1.4498 -0.132 1.564 0.864
H -0.0434 -4.4912 2.6755 -1.213 0.230 -0.729
H -2.2378 -3.9919 4.0041 0.385 -0.725 -1.169
H -0.1919 1.2766 1.4157 -1.161 -1.359 -0.061
H -1.3578 0.7120 2.6734 0.249 -0.512 -1.687
H -3.2667 1.5187 -0.9797 -0.588 -0.724 0.698
H -2.0485 2.9720 1.8569 -0.428 0.358 -0.937
H -1.1657 -0.3237 -1.3132 0.239 -0.379 0.196
H 0.2527 -0.8261 -1.9592 -0.336 -0.321 0.371
H 0.3213 1.5045 -1.3387 1.198 0.431 0.471
H 1.2910 2.3631 0.0008 0.237 -1.195 -1.284
H 2.1197 1.8425 -1.6020 -0.937 -0.390 1.232
H 2.5718 -0.4000 -2.1501 0.265 -0.514 0.459
H 0.9879 -3.2829 -1.4898 -0.408 -0.039 0.502
H 2.4134 -3.0270 0.0333 -1.376 -0.544 1.009
H 3.2124 -2.4988 2.0934 -1.594 -0.948 -0.059
H 0.2941 -2.5286 3.4075 1.203 0.417 -0.560
H 1.1745 -1.0564 2.6328 0.253 -1.722 0.425
H 1.8737 -1.9110 4.0761 -0.869 -0.354 -1.448
C -0.5245 5.7616 0.8288 -0.299 -0.806 -0.379
O -0.0460 6.8311 0.0387 0.278 2.981 -1.986
P 1.4397 6.6416 -0.7972 2.483 -8.115 5.125
O 1.3745 5.1193 -0.8313 -0.463 1.219 -0.845
O 2.2816 7.1429 0.5314 -0.438 1.260 -1.222
C 1.7579 8.1822 1.3648 0.060 0.441 0.409
O 2.8937 6.6220 -1.7112 -2.612 2.412 -0.844
C 3.3610 7.9008 -2.1460 0.461 0.414 -0.127
H -1.3785 6.1216 1.4084 0.101 0.364 -0.203
H -0.8736 4.9446 0.1899 0.190 0.020 0.220
H 0.2441 5.4073 1.5183 0.131 -0.052 -0.117
H 1.2309 7.7356 2.2071 -0.117 0.094 -0.017
H 1.0913 8.8474 0.8153 0.008 -0.088 0.193
H 2.5887 8.7787 1.7512 0.023 -0.212 -0.111
H 3.6694 8.5063 -1.2901 -0.006 0.011 -0.028
H 2.5784 8.4193 -2.7040 0.234 0.079 -0.105
H 4.2202 7.7523 -2.8008 -0.113 -0.096 0.080
C 5.3125 7.6544 8.3862 0.563 0.828 0.076
O 5.2851 6.7187 7.3203 0.511 -2.999 -2.184
P 4.7067 7.2165 5.7838 -3.478 8.542 3.891
O 5.0014 8.6923 6.0054 0.687 -1.520 -0.683
O 3.1530 6.8743 6.2311 0.669 -1.455 -0.864
C 2.8788 5.7407 7.0558 -0.307 -0.217 0.146
O 4.1710 7.5423 4.1824 1.898 -2.905 0.391
C 3.8986 6.3928 3.3822 -0.211 -0.131 -0.350
H 5.5464 7.1114 9.3054 -0.004 -0.319 -0.282
H 6.1008 8.3951 8.2236 -0.328 0.013 0.022
H 4.3456 8.1453 8.5027 0.035 0.093 -0.185
H 2.8175 6.0586 8.0957 0.099 -0.119 0.042
H 3.6362 4.9636 6.9455 -0.106 0.069 0.184
H 1.9134 5.3179 6.7632 0.061 0.215 -0.084
H 3.0353 5.8488 3.7768 -0.004 -0.056 -0.010
H 4.7716 5.7360 3.3567 -0.130 -0.074 -0.234
H 3.6757 6.7212 2.3674 0.102 -0.043 0.121
C 4.9994 -6.1069 0.3708 0.082 0.815 -0.011
O 6.1461 -6.9357 0.4236 2.705 -2.084 1.178
P 7.2219 -6.9565 -0.9132 -6.435 4.854 -5.875
O 6.8219 -5.5785 -1.4210 1.106 -0.782 1.092
O 6.3153 -8.1203 -1.6562 1.309 -0.722 1.000
C 5.7022 -9.1542 -0.8832 -0.194 -0.411 -0.057
O 8.4080 -7.0926 -2.1493 0.904 -1.126 3.301
C 9.2719 -8.2248 -2.0455 0.285 -0.380 -0.257
H 4.3617 -6.3538 1.2232 0.322 -0.278 0.057
H 5.2865 -5.0541 0.4606 -0.155 -0.135 -0.228
H 4.4371 -6.2724 -0.5490 0.161 0.084 -0.111
H 4.6711 -8.8779 -0.6662 0.016 -0.025 0.154
H 6.2426 -9.3443 0.0447 -0.217 -0.004 -0.046
H 5.6995 -10.0771 -1.4695 0.064 0.219 -0.097
H 8.7106 -9.1497 -2.2020 0.031 -0.013 0.014
H 9.7528 -8.2447 -1.0648 0.181 -0.121 -0.162
H 10.0422 -8.1456 -2.8134 -0.118 0.085 0.057
```
Positions in Å, forces in eV/Å.

Total charge ... +1
DFT total energy ... -206094.2934 eV
Frontier orbital gap ... 6.457 eV

Löwdin atomic charge list, values in e, 6 entries: -0.125, -0.241, -0.208, -0.215, -0.212, -0.183